This record from OMol25 describes the molecule C2H3N3O2 at a distorted geometry. The level of theory is the ωB97M-V functional and the def2-TZVPD basis.

Last columns: bonded neighbours and bond lengths (Å).
Atoms and positions in Å:
1 C 1.21774 0.28052 0.82210  N2 1.537, H8 1.288, H9 1.000, H10 1.276
2 N 0.11841 -0.01502 -0.21060  C1 1.537, O3 1.352, C6 1.368
3 O -0.05715 0.86159 -1.22493  N2 1.352, N4 1.409
4 N -1.36838 0.69428 -1.71366  O3 1.409, N5 1.280
5 N -2.07625 -0.15805 -1.07189  N4 1.280, C6 1.487
6 C -1.00914 -0.78814 -0.25060  N2 1.368, N5 1.487, O7 1.247
7 O -1.01942 -1.96660 0.15714  C6 1.247
8 H 1.33682 -0.35539 1.93556  C1 1.288
9 H 2.07671 0.02007 0.38208  C1 1.000
10 H 0.78066 1.42673 1.17480  C1 1.276

Spin multiplicity: 1
Charge: 0
Frontier orbital gap, Ha: 0.3527
SMILES string: Cn1onnc1=O
Energy relative to the best compared isomer or geometry (same formula, charge and spin), kcal/mol: 148.13
M, g mol⁻¹: 101.06
E, a.u.: -392.55748
Highest occupied orbital energy, eV: -9.8



This record from OMol25 describes the molecule C3H10Si2 at a distorted geometry. The level of theory is the ωB97M-V functional and the def2-TZVPD basis.

Last columns: bonded neighbours and bond lengths (Å).
Atoms and positions in Å:
1 C -2.48399 0.30715 0.97299  C2 1.308, H6 1.152, H7 1.075
2 C -1.47015 0.34498 0.14771  C1 1.308, Si3 2.089, H8 1.072
3 Si 0.42766 -0.51919 0.27582  C2 2.089, C4 1.893, Si5 2.266, H9 1.485
4 C 0.55710 -1.39626 -1.39703  Si3 1.893, H10 1.000, H11 1.175, H12 1.036
5 Si 1.91051 1.18038 0.49347  Si3 2.266, H13 1.464, H14 1.534, H15 1.377
6 H -3.55823 0.69356 0.81745  C1 1.152
7 H -2.41376 -0.39005 1.78761  C1 1.075
8 H -1.58193 0.95192 -0.72924  C2 1.072
9 H 0.33671 -1.36826 1.49061  Si3 1.485
10 H 1.41872 -1.87295 -1.57056  C4 1.000
11 H -0.38979 -2.04436 -1.64795  C4 1.175
12 H 0.47990 -0.68022 -2.14182  C4 1.036
13 H 1.61980 2.40423 -0.25523  Si5 1.464
14 H 2.15927 1.81778 1.86614  Si5 1.534
15 H 2.98816 0.57128 -0.10998  Si5 1.377

Spin multiplicity: 1
Charge: 0
Frontier orbital gap, Ha: 0.3913
SMILES string: C=C[Si@@H](C)[SiH3]
Energy relative to the best compared isomer or geometry (same formula, charge and spin), kcal/mol: 19.15
M, g mol⁻¹: 102.28
E, a.u.: -699.18807
Highest occupied orbital energy, eV: -9.7



This record from OMol25 describes the molecule C3H5N at a distorted geometry. The level of theory is the ωB97M-V functional and the def2-TZVPD basis.

Last columns: bonded neighbours and bond lengths (Å).
Atoms and positions in Å:
1 C 0.28031 1.00814 -0.04084  C2 1.534, H5 1.183, H6 1.077, H7 1.140
2 C -0.51697 -0.29543 0.08925  C1 1.534, C3 1.398, H8 1.083, H9 1.037
3 C 0.29298 -1.42812 -0.03103  C2 1.398, N4 1.174
4 N 0.89477 -2.43315 -0.11156  C3 1.174
5 H 0.93143 0.78060 -1.00176  C1 1.183
6 H -0.33871 1.86490 -0.24492  C1 1.077
7 H 0.84561 1.13619 0.94129  C1 1.140
8 H -1.09768 -0.40028 0.99744  C2 1.083
9 H -1.29175 -0.23286 -0.59786  C2 1.037

Spin multiplicity: 1
Charge: 0
Frontier orbital gap, Ha: 0.4482
SMILES string: CCC#N
Energy relative to the best compared isomer or geometry (same formula, charge and spin), kcal/mol: 13.35
M, g mol⁻¹: 55.08
E, a.u.: -172.03381
Highest occupied orbital energy, eV: -11.4



This record from OMol25 describes the molecule C28H49BN2O7S2 at a distorted geometry. The level of theory is the ωB97M-V functional and the def2-TZVPD basis.

Last columns: bonded neighbours and bond lengths (Å).
Atoms and positions in Å:
1 C 4.16750 -3.18316 2.27546  C2 1.637, H41 1.140, H42 1.148, H43 1.146
2 C 3.10402 -2.90163 1.06361  C1 1.637, N3 1.471, H44 1.156, H45 1.160
3 N 1.92856 -2.10798 1.45236  C2 1.471, C4 1.469, H46 1.022
4 C 1.63575 -0.89788 0.67362  N3 1.469, C5 1.624, C9 1.636, S38 1.880
5 C 2.94873 0.04041 0.85298  C4 1.624, S6 1.889, H47 1.155, H48 1.158
6 S 3.50390 0.19763 2.65150  C5 1.889, C7 1.887
7 C 5.31908 0.70005 2.53544  S6 1.887, C8 1.615, H49 1.143, H50 1.139
8 C 5.61551 1.64678 1.26156  C7 1.615, H51 1.152, H52 1.146, H53 1.146
9 C 0.25212 -0.20794 1.20967  C4 1.636, C10 1.581, C11 1.630, H54 1.163
10 C 0.40816 1.24621 1.81012  C9 1.581, H55 1.161, H56 1.157, H57 1.133
11 C -1.05959 -0.52830 0.29667  C9 1.630, C12 1.618, B16 1.660, C21 1.637
12 C -1.45144 -2.09681 0.22259  C11 1.618, C13 1.571, H58 1.159, H59 1.164
13 C -1.18641 -3.10816 1.39538  C12 1.571, C14 1.588, H60 1.157, H61 1.168
14 C -1.69980 -2.82812 2.87186  C13 1.588, O15 1.477, H62 1.132, H63 1.158
15 O -1.18928 -3.92745 3.71578  C14 1.477, H64 0.980
16 B -2.44362 0.08780 0.97620  C11 1.660, O17 1.461, N18 1.517
17 O -3.58507 0.55844 0.19521  B16 1.461, H65 0.979
18 N -2.68484 0.15865 2.47233  B16 1.517, C19 1.531, C20 1.508
19 C -4.05013 -0.51745 2.62322  N18 1.531, H66 1.147, H67 1.140, H68 1.159
20 C -2.98551 1.56210 2.93625  N18 1.508, H69 1.139, H70 1.142, H71 1.157
21 C -0.90948 -0.03331 -1.25639  C11 1.637, C22 1.645, C29 1.604, O37 1.438
22 C -2.07822 -0.64705 -2.23812  C21 1.645, C23 1.606, H72 1.134, H73 1.160
23 C -1.55083 -1.76801 -3.26002  C22 1.606, C24 1.633, H74 1.136, H75 1.160
24 C -1.07982 -1.10569 -4.67680  C23 1.633, C25 1.603, H76 1.148, H77 1.157
25 C -2.27624 -0.98406 -5.73719  C24 1.603, O26 1.457, H78 1.156, H79 1.155
26 O -3.58918 -0.76670 -5.14392  C25 1.457, C27 1.419
27 C -4.21153 0.41418 -5.62643  O26 1.419, O28 1.261, H80 1.150
28 O -4.43102 1.32183 -4.77912  C27 1.261
29 C -1.06891 1.54216 -1.51001  C21 1.604, C30 1.589, H81 1.165, H82 1.136
30 C 0.14684 2.50348 -1.16142  C29 1.589, C31 1.548, C35 1.579
31 C 1.59654 2.40855 -1.69694  C30 1.548, C32 1.567, H83 1.136
32 C 2.74489 3.41336 -1.33964  C31 1.567, C33 1.574, H84 1.140
33 C 2.46519 4.63967 -0.39340  C32 1.574, C34 1.548, H85 1.148
34 C 1.00891 4.76747 0.11622  C33 1.548, C35 1.574, H86 1.152
35 C -0.13882 3.74937 -0.23450  C30 1.579, C34 1.574, C36 1.596
36 C -1.56266 4.09333 0.40038  C35 1.596, H87 1.147, H88 1.159, H89 1.140
37 O 0.30039 -0.39855 -1.94284  C21 1.438, S38 1.625
38 S 1.50601 -1.17826 -1.18086  C4 1.880, O37 1.625, O39 1.533, O40 1.531
39 O 2.79315 -0.76354 -1.90268  S38 1.533
40 O 1.41315 -2.66523 -1.53468  S38 1.531
41 H 3.64879 -2.92327 3.25691  C1 1.140
42 H 4.52191 -4.27378 2.21262  C1 1.148
43 H 5.04974 -2.46718 2.12507  C1 1.146
44 H 3.65843 -2.53866 0.11667  C2 1.156
45 H 2.72439 -3.95967 0.77645  C2 1.160
46 H 1.76025 -2.02693 2.45720  N3 1.022
47 H 3.88803 -0.39805 0.34307  C5 1.155
48 H 2.83704 1.07482 0.34568  C5 1.158
49 H 5.92330 -0.25979 2.39268  C7 1.143
50 H 5.63883 1.23555 3.48849  C7 1.139
51 H 4.75342 2.38401 1.06045  C8 1.152
52 H 5.74370 0.98123 0.33775  C8 1.146
53 H 6.57418 2.25706 1.41290  C8 1.146
54 H 0.03178 -0.83964 2.16079  C9 1.163
55 H 0.86370 1.14498 2.87282  C10 1.161
56 H 1.15434 1.95098 1.27625  C10 1.157
57 H -0.51304 1.89212 1.94667  C10 1.133
58 H -1.00281 -2.60428 -0.71823  C12 1.159
59 H -2.59738 -2.17845 0.03430  C12 1.164
60 H -0.12189 -3.55313 1.48192  C13 1.157
61 H -1.79093 -4.05827 1.08544  C13 1.168
62 H -1.36591 -1.87376 3.38102  C14 1.132
63 H -2.84785 -2.97952 2.87375  C14 1.158
64 H -1.81655 -4.68042 3.69477  O15 0.980
65 H -4.14380 -0.18242 -0.11646  O17 0.979
66 H -4.11295 -0.92838 3.69248  C19 1.147
67 H -4.91871 0.18324 2.39114  C19 1.140
68 H -4.07036 -1.45005 1.93530  C19 1.159
69 H -3.38361 2.26213 2.13047  C20 1.139
70 H -2.05938 1.93940 3.48848  C20 1.142
71 H -3.81308 1.47623 3.74032  C20 1.157
72 H -2.99425 -1.03481 -1.69325  C22 1.134
73 H -2.52910 0.16581 -2.93150  C22 1.160
74 H -0.80053 -2.51210 -2.84388  C23 1.136
75 H -2.48438 -2.39565 -3.54499  C23 1.160
76 H -0.55564 -0.10614 -4.46472  C24 1.148
77 H -0.33606 -1.87401 -5.11853  C24 1.157
78 H -2.27467 -1.91240 -6.42651  C25 1.156
79 H -2.07763 -0.08531 -6.43542  C25 1.155
80 H -4.54299 0.51753 -6.72292  C27 1.150
81 H -1.08074 1.65094 -2.66996  C29 1.165
82 H -2.04993 2.01292 -1.18412  C29 1.136
83 H 1.88130 1.57285 -2.41202  C31 1.136
84 H 3.80383 3.29274 -1.74290  C32 1.140
85 H 3.27029 5.41260 -0.12647  C33 1.148
86 H 0.76343 5.67419 0.78299  C34 1.152
87 H -2.16117 3.12937 0.56683  C36 1.147
88 H -2.14610 4.67357 -0.41632  C36 1.159
89 H -1.52533 4.77557 1.31306  C36 1.140

Spin multiplicity: 1
Charge: 0
Frontier orbital gap, Ha: 0.3162
SMILES string: CCN[C@]1(CSCC)[C@@H](C)[C@@](CCCO)(B(O)N(C)C)[C@@](CCCCOC=O)(Cc2ccccc2C)OS1(=O)=O
M, g mol⁻¹: 600.65
E, a.u.: -2553.31882
Highest occupied orbital energy, eV: -8.3



This record from OMol25 describes a cluster of 5 separate species, C27H34F12NO15 in total at a distorted geometry. The level of theory is the ωB97M-V functional and the def2-TZVPD basis.

Last columns: bonded neighbours and bond lengths (Å).
Atoms and positions in Å:
1 C 0.26615 2.47030 4.55973  C2 1.507, H20 1.088, H21 1.091, H22 1.096
2 C -0.02991 2.63188 3.09073  C1 1.507, O3 1.205, N4 1.438
3 O -0.04149 3.70402 2.54039  C2 1.205
4 N -0.32492 1.38817 2.43299  C2 1.438, C5 1.464, C8 1.462
5 C 0.35594 1.16729 1.15642  N4 1.464, C6 1.497, O7 1.203
6 C 0.43134 2.26029 0.13674  C5 1.497, H23 1.088, H24 1.089, H25 1.093
7 O 0.84888 0.08050 1.00052  C5 1.203
8 C -1.74323 1.04666 2.52507  N4 1.462, C9 1.529, C16 1.536, H26 1.102
9 C -2.05800 -0.21887 3.32412  C8 1.529, O10 1.198, O11 1.354
10 O -1.33662 -0.86342 4.03075  C9 1.198
11 O -3.37484 -0.48606 3.15429  C9 1.354, C12 1.458
12 C -3.89651 0.40834 2.12839  O11 1.458, C13 1.511, C16 1.538, H27 1.104
13 C -5.05255 -0.22226 1.38722  C12 1.511, C14 1.521, H28 1.091, H29 1.098
14 C -6.39180 0.03414 2.06182  C13 1.521, O15 1.426, H30 1.095, H31 1.097
15 O -7.47846 -0.56828 1.36272  C14 1.426, H32 0.962
16 C -2.66801 0.84924 1.31450  C8 1.536, C12 1.538, C17 1.570, H33 1.092
17 C -2.18088 -0.25173 0.30610  C16 1.570, O18 1.242, O19 1.220
18 O -1.49036 0.20631 -0.61896  C17 1.242
19 O -2.51965 -1.40226 0.53079  C17 1.220
20 H 0.80176 1.54508 4.75968  C1 1.088
21 H 0.81077 3.34754 4.91161  C1 1.091
22 H -0.68855 2.43672 5.09754  C1 1.096
23 H -0.53431 2.72812 -0.04194  C6 1.088
24 H 0.79701 1.82374 -0.79116  C6 1.089
25 H 1.12256 3.04392 0.45749  C6 1.093
26 H -2.23330 1.83608 3.11837  C8 1.102
27 H -4.26951 1.29028 2.67736  C12 1.104
28 H -4.88496 -1.29497 1.28234  C13 1.091
29 H -5.07122 0.21625 0.38054  C13 1.098
30 H -6.37818 -0.37526 3.07778  C14 1.095
31 H -6.57883 1.11283 2.13530  C14 1.097
32 H -7.13942 -0.93954 0.54290  O15 0.962
33 H -2.89383 1.75408 0.74713  C16 1.092
34 C 2.73478 -0.88605 3.72685  C35 1.507, H43 1.091, H44 1.091, H45 1.090
35 C 2.46217 -2.05355 4.64051  C34 1.507, O36 1.455, H46 1.087, H47 1.089
36 O 3.58749 -2.32111 5.52390  C35 1.455, C37 1.316
37 C 3.70447 -1.54084 6.57682  O36 1.316, O38 1.196, C39 1.548
38 O 2.99761 -0.63822 6.91845  C37 1.196
39 C 4.93275 -1.98371 7.40908  C37 1.548, F40 1.337, F41 1.342, F42 1.330
40 F 6.00930 -2.17102 6.63935  C39 1.337
41 F 4.66460 -3.13822 8.03789  C39 1.342
42 F 5.22891 -1.06892 8.32790  C39 1.330
43 H 3.64805 -1.04821 3.15260  C34 1.091
44 H 1.90230 -0.76619 3.03129  C34 1.091
45 H 2.84813 0.03880 4.29340  C34 1.090
46 H 2.33901 -2.97530 4.07802  C35 1.087
47 H 1.56992 -1.89528 5.24451  C35 1.089
48 C 1.67834 -2.29084 -0.81383  C49 1.506, H57 1.091, H58 1.087, H59 1.091
49 C 1.28791 -3.74104 -0.92958  C48 1.506, O50 1.458, H60 1.087, H61 1.089
50 O 2.09632 -4.44894 -1.91577  C49 1.458, C51 1.314
51 C 3.29038 -4.83598 -1.52820  O50 1.314, O52 1.197, C53 1.549
52 O 3.80708 -4.71248 -0.45571  C51 1.197
53 C 3.99538 -5.56977 -2.69562  C51 1.549, F54 1.337, F55 1.342, F56 1.330
54 F 3.89564 -4.88868 -3.84162  C53 1.337
55 F 3.43740 -6.77656 -2.87963  C53 1.342
56 F 5.28617 -5.74709 -2.42633  C53 1.330
57 H 1.61303 -1.79803 -1.78499  C48 1.091
58 H 1.00621 -1.78203 -0.12748  C48 1.087
59 H 2.69706 -2.17981 -0.44064  C48 1.091
60 H 0.26953 -3.84422 -1.29568  C49 1.087
61 H 1.36843 -4.26494 0.02186  C49 1.089
62 C -1.74568 -1.83156 -2.98302  C63 1.503, H71 1.092, H72 1.095, H73 1.090
63 C -1.38446 -1.09092 -4.24011  C62 1.503, O64 1.463, H74 1.088, H75 1.089
64 O -1.70926 -1.84047 -5.45402  C63 1.463, C65 1.313
65 C -2.95829 -1.80396 -5.85583  O64 1.313, O66 1.197, C67 1.549
66 O -3.88372 -1.20612 -5.38900  C65 1.197
67 C -3.10438 -2.65108 -7.14452  C65 1.549, F68 1.337, F69 1.344, F70 1.330
68 F -2.51767 -3.84617 -7.02638  C67 1.337
69 F -2.53183 -2.01008 -8.17831  C67 1.344
70 F -4.38727 -2.84298 -7.43942  C67 1.330
71 H -1.26879 -2.81425 -2.96682  C62 1.092
72 H -1.41269 -1.24061 -2.12303  C62 1.095
73 H -2.82234 -1.97334 -2.89132  C62 1.090
74 H -0.30987 -0.94079 -4.31698  C63 1.088
75 H -1.87693 -0.12105 -4.29657  C63 1.089
76 C 0.59570 5.00552 -5.38686  C77 1.512, H85 1.090, H86 1.090, H87 1.089
77 C 2.03390 4.88066 -4.93811  C76 1.512, O78 1.446, H88 1.088, H89 1.089
78 O 2.30321 5.70683 -3.78172  C77 1.446, C79 1.326
79 C 1.89740 5.21109 -2.62074  O78 1.326, O80 1.193, C81 1.547
80 O 1.34906 4.16886 -2.42929  C79 1.193
81 C 2.27478 6.18271 -1.47770  C79 1.547, F82 1.338, F83 1.342, F84 1.323
82 F 1.94090 7.44233 -1.78259  C81 1.338
83 F 3.60021 6.14227 -1.27421  C81 1.342
84 F 1.66230 5.83930 -0.35628  C81 1.323
85 H 0.34770 6.04856 -5.58553  C76 1.090
86 H 0.44630 4.43059 -6.30051  C76 1.090
87 H -0.08621 4.62529 -4.62799  C76 1.089
88 H 2.72058 5.24913 -5.69683  C77 1.088
89 H 2.29393 3.84936 -4.70289  C77 1.089

Spin multiplicity: 1
Charge: -1
Frontier orbital gap, Ha: 0.2944
M, g mol⁻¹: 840.54
E, a.u.: -3431.18144
Highest occupied orbital energy, eV: -5.9



This record from OMol25 describes the molecule C5H11O3P at a distorted geometry. The level of theory is the ωB97M-V functional and the def2-TZVPD basis.

Last columns: bonded neighbours and bond lengths (Å).
Atoms and positions in Å:
1 C -1.80375 -0.02786 -1.72589  O2 1.379, H10 1.099, H11 1.130, H12 1.127
2 O -0.94715 0.95701 -1.28220  C1 1.379, P3 1.566
3 P -0.32368 0.93307 0.15436  O2 1.566, O4 1.509, C5 2.151, C7 1.912
4 O 0.07040 2.36040 0.44762  P3 1.509
5 C -2.03959 0.40142 1.33821  P3 2.151, O6 1.203, H13 1.040
6 O -2.39458 -0.73006 1.53769  C5 1.203
7 C 0.95933 -0.48091 0.04931  P3 1.912, C8 1.522, C9 1.533, H14 1.018
8 C 1.34626 -0.70615 1.50371  C7 1.522, H15 1.151, H16 1.124, H17 1.109
9 C 2.09075 0.05564 -0.83522  C7 1.533, H18 1.029, H19 1.123, H20 1.132
10 H -1.32622 -1.01749 -1.71508  C1 1.099
11 H -2.25918 0.10541 -2.75172  C1 1.130
12 H -2.60131 -0.06331 -0.93043  C1 1.127
13 H -2.65964 1.19804 1.58759  C5 1.040
14 H 0.59172 -1.30292 -0.42534  C7 1.018
15 H 0.43128 -0.81604 2.19251  C8 1.151
16 H 1.99231 -1.59531 1.73713  C8 1.124
17 H 1.84626 0.13421 2.02605  C8 1.109
18 H 1.89749 -0.31701 -1.77419  C9 1.029
19 H 3.04006 -0.27485 -0.33514  C9 1.123
20 H 2.08923 1.18669 -0.79896  C9 1.132

Spin multiplicity: 1
Charge: 0
Frontier orbital gap, Ha: 0.3490
SMILES string: CO[P@@](=O)(C=O)C(C)C
Energy relative to the best compared isomer or geometry (same formula, charge and spin), kcal/mol: 32.73
M, g mol⁻¹: 150.11
E, a.u.: -764.15059
Highest occupied orbital energy, eV: -9.2